Entry 1:
Density functional theory data (wB97M-V/def2-TZVPD) for an isolated molecule of C18H23N5O3S at a distorted geometry.

Summary:
E_HOMO = -8.155 eV
HOMO-LUMO gap = 8.825 eV
Lowest unoccupied orbital energy = 0.670 eV
SMILES string = CCn1c(=O)c2c(C)[nH]nc2c2cc3c(cc21)CN(S(=O)(=O)CCN)CC3
Calculated total energy = -1597.3956 Eh
Energy relative to the best compared isomer or geometry (same formula, charge and spin) = 0.9793 eV

Structure (XYZ):
```
50
Properties=species:S:1:pos:R:3:lowdin_charge:R:1
S 2.30036 -2.38056 -3.27565 0.73
O 3.53937 -2.44720 -2.46499 -0.33
O 2.53581 -1.75082 -4.59318 -0.33
O -0.71057 3.21365 4.44391 0.06
N -0.14724 1.58946 2.92300 0.02
N -4.33532 3.27856 2.13617 0.03
N 1.06318 -1.47782 -2.39411 -0.22
N -3.80324 2.50871 1.13854 0.10
N 2.08727 -6.32070 -4.30377 -0.02
C 2.18507 2.22766 3.60407 -0.07
C 0.19219 -0.61622 -3.19312 -0.21
C -3.71640 4.46759 4.30322 -0.01
C -0.79709 0.10388 -1.02179 -0.17
C -1.00470 2.56500 3.44961 -0.35
C 1.01800 1.22893 3.76516 -0.18
C 0.58878 0.24461 0.95217 0.05
C -1.57706 1.35524 0.93654 -0.09
C 1.63299 -4.05719 -3.49042 -0.25
C 2.63454 -4.96757 -4.16139 -0.33
C -1.09137 -0.40734 -2.40697 -0.13
C -0.40608 1.04904 1.64151 -0.10
C -1.76784 0.86258 -0.35248 0.03
C -2.61077 2.17056 1.58523 -0.19
C -3.46069 3.49711 3.18565 -0.21
C 0.41521 -0.18620 -0.37515 -0.13
C 1.52535 -1.03872 -1.06112 -0.13
C -2.33265 2.80012 2.84339 -0.03
H 1.39229 -6.31709 -5.04895 0.07
H 2.96557 -4.60512 -5.14255 0.12
H 2.82796 -7.01047 -4.46753 0.08
H 1.27611 0.19970 3.50627 0.11
H -4.57175 4.11424 4.89092 0.08
H 0.73067 1.16740 4.80614 0.11
H 0.66176 -4.06112 -4.05568 0.12
H 2.45239 -0.41958 -1.12348 0.13
H -1.68573 0.37160 -2.96592 0.14
H 1.58255 0.09799 1.41556 0.12
H 0.67762 0.35493 -3.39695 0.14
H 1.74205 -1.92604 -0.45828 0.12
H -2.83773 4.52345 4.95362 0.08
H 3.48984 -5.00562 -3.47322 0.12
H 1.90009 3.22565 3.96649 0.07
H -1.64184 -1.35177 -2.35651 0.12
H 2.47404 2.30653 2.53849 0.07
H -5.24283 3.76900 2.03349 0.17
H -3.96481 5.47733 3.90873 0.09
H 1.41190 -4.41977 -2.47385 0.11
H -0.04206 -1.07221 -4.14693 0.11
H -2.67572 1.11604 -0.84147 0.11
H 3.12054 1.95256 4.11761 0.07
```


Entry 2:
Density functional theory data (wB97M-V/def2-TZVPD) for an isolated molecule of C3H7NO at a distorted geometry.

Summary:
E_HOMO = -9.140 eV
HOMO-LUMO gap = 10.203 eV
Lowest unoccupied orbital energy = 1.063 eV
SMILES string = C=NOCC
Calculated total energy = -248.3844 Eh
Energy relative to the best compared isomer or geometry (same formula, charge and spin) = 3.8670 eV

Structure (XYZ):
```
12
Properties=species:S:1:pos:R:3:lowdin_charge:R:1
O -0.50344 0.77786 0.04554 -0.17
N 0.64254 0.79180 0.78543 -0.06
C 0.28147 -1.21261 -1.17682 -0.11
C -0.91399 -0.46830 -0.48794 -0.27
C 0.63922 1.64006 1.69984 -0.05
H -0.21994 -2.08202 -1.69092 0.08
H 1.66256 2.06125 2.08191 0.10
H -1.44209 -1.23493 0.18051 0.13
H 1.07035 -1.42171 -0.40111 0.07
H 0.63609 -0.59891 -2.01029 0.06
H -1.60622 -0.17611 -1.32126 0.12
H -0.24655 1.92360 2.29510 0.08
```


Entry 3:
Density functional theory data (wB97M-V/def2-TZVPD) for C13H38B3ClNO21P5 as an isolated structure at a distorted geometry.

Summary:
E_HOMO = -8.712 eV
HOMO-LUMO gap = 6.518 eV
Lowest unoccupied orbital energy = -2.193 eV
Calculated total energy = -4394.5484 Eh
Energy relative to the best compared isomer or geometry (same formula, charge and spin) = 0.0000 eV

Structure (XYZ):
```
82
Properties=species:S:1:pos:R:3:lowdin_charge:R:1
Cl -7.38626 -1.86361 7.49281 0.21
P 1.03161 2.23047 -6.51541 0.60
P -6.88284 -3.33143 6.12782 0.58
P -5.63056 0.31173 1.94173 0.68
P 4.18320 1.80489 -2.50730 0.65
P 2.64979 -1.95603 1.98656 0.68
O 5.20531 2.78313 -3.39695 -0.30
O 1.63748 2.05179 -8.02466 -0.28
O -5.30551 1.82992 1.41963 -0.27
O -0.09659 -2.92617 6.54326 0.18
O 4.21454 2.80580 -1.21270 -0.27
O 2.50960 2.62667 -5.88330 -0.28
O -7.18118 -4.73100 6.95241 -0.37
O -4.53852 -2.45577 4.81667 0.21
O 5.14374 0.65754 -2.40952 -0.25
O -2.95920 -4.22257 4.65702 0.27
O -4.19916 -0.29939 1.32118 -0.30
O 3.85028 -2.08858 3.08990 -0.26
O -6.50980 -0.46457 1.00425 -0.25
O -6.87640 0.82485 2.92542 -0.29
O 2.86211 0.95258 -1.96167 -0.27
O 0.74858 0.94335 -5.83573 -0.24
O 2.01939 -3.27673 1.65697 -0.25
O -4.04439 -3.90057 6.71576 0.28
O 1.49932 -1.47473 3.09095 -0.28
O 3.73906 -2.01536 0.70281 -0.33
O -0.45457 2.65832 -7.07852 -0.27
N -1.66706 -4.69142 6.71501 0.32
C 3.11765 3.71569 -1.03682 -0.10
C 2.27380 3.18233 -8.63641 -0.10
C 6.56920 2.81728 -2.98217 -0.12
C 4.35620 -3.28172 0.46880 -0.10
C -4.08308 -0.31773 -0.10220 -0.11
C 3.47580 1.57373 -5.84972 -0.11
C 1.08919 -2.46121 4.04395 -0.12
C 4.30253 -0.89411 3.74729 -0.10
C -0.81169 -3.82966 6.69918 -0.26
C -8.07159 1.24897 2.27203 -0.12
C -4.21162 2.53574 2.02532 -0.10
C 3.06978 0.14078 -0.80321 -0.13
C -1.23239 1.60824 -7.65740 -0.11
B -4.94549 -3.23726 5.89260 -0.66
B -3.27823 -2.88491 4.40931 -0.31
B -2.89588 -4.28847 6.04856 -0.64
H 2.13928 4.09604 -8.05633 0.08
H -1.73708 1.04333 -6.87659 0.09
H 3.51577 4.71738 -0.88450 0.09
H 4.61859 -3.77744 1.40152 0.09
H 0.69997 -1.93008 4.89995 0.06
H 3.69672 -3.91460 -0.12050 0.09
H 3.46076 -0.82114 -1.09581 0.07
H -4.53930 0.55995 -0.55654 0.09
H 6.65737 2.83296 -1.89715 0.09
H 7.00082 3.73246 -3.38809 0.09
H 0.30044 -3.07925 3.61635 0.09
H -2.43944 -2.21003 3.91794 0.13
H -8.61296 1.87609 2.98040 0.09
H 3.34001 0.97555 -4.94585 0.07
H 3.34089 2.98153 -8.72995 0.09
H 3.41265 0.93267 -6.72711 0.10
H -3.41628 2.65573 1.28985 0.09
H 4.46215 2.03339 -5.82214 0.09
H -1.98010 2.08220 -8.29166 0.09
H 4.01786 -0.93784 4.79836 0.09
H 3.87495 0.00752 3.30632 0.08
H 2.09412 -0.00256 -0.32709 0.09
H -3.01796 -0.32538 -0.33464 0.09
H 7.10471 1.96230 -3.38936 0.09
H -4.56087 3.51763 2.33964 0.09
H 5.26489 -3.08768 -0.10168 0.10
H 1.92244 -3.08613 4.36201 0.10
H -7.37445 -5.44378 6.33259 0.05
H 2.44929 3.72839 -1.89866 0.08
H -8.68584 0.38729 2.02101 0.08
H -4.54040 -1.22217 -0.49672 0.09
H -3.80955 2.00999 2.89231 0.08
H -7.85324 1.82861 1.37656 0.09
H 5.38707 -0.84313 3.67102 0.09
H -0.61784 0.94532 -8.26384 0.09
H 1.84802 3.32804 -9.62748 0.09
H 3.74306 0.61785 -0.09071 0.09
H 2.54731 3.41822 -0.15690 0.09
```


Entry 4:
Density functional theory data (wB97M-V/def2-TZVPD) for an isolated molecule of C5H7N at a distorted geometry.

Summary:
E_HOMO = -8.642 eV
HOMO-LUMO gap = 7.955 eV
Lowest unoccupied orbital energy = -0.686 eV
Calculated total energy = -249.2054 Eh
Energy relative to the best compared isomer or geometry (same formula, charge and spin) = 7.2872 eV

Structure (XYZ):
```
13
Properties=species:S:1:pos:R:3:lowdin_charge:R:1
N -0.68615 0.70356 -0.22204 -0.29
C 1.74757 1.01756 0.02548 -0.15
C -0.62254 -0.65576 -0.55292 -0.24
C -1.99738 1.16471 -0.00670 0.15
C 0.36068 1.59393 -0.03341 0.00
C -0.65974 -1.58970 0.40227 0.03
H 2.13475 1.17710 1.06420 0.10
H -0.95992 -1.40886 1.45760 0.08
H 2.01964 -0.06896 -0.24891 0.09
H 2.40456 1.48916 -0.60599 0.02
H -2.57893 0.13020 0.03241 0.04
H -0.58287 -0.90050 -1.61011 0.12
H -0.57967 -2.65244 0.29812 0.05
```